No. 1
Here is C42H51N5NiPSe as an isolated structure in a non-equilibrium geometry from the OMol25 dataset. Energies are from ωB97M-V/def2-TZVPD.

For the HOMO-LUMO gap (alpha / beta), the calculation gives 6.0 / 5.3 eV. The expectation value of S² is 2.0608. As for the total energy: -167508.10045 eV. Its spin multiplicity is 3. For the LUMO energy (alpha / beta), the calculation gives 2.41 / 1.29 eV. The net charge is -1. For the HOMO energy (alpha / beta), the calculation gives -3.55 / -4.03 eV.

Geometry (Å):
Se: -0.318241 1.693979 1.678195
Ni: 1.853682 0.279810 0.243869
P: 1.310413 -1.875530 0.818700
N: 1.694338 1.841681 -1.224245
N: -1.110302 3.236545 -0.630046
N: -2.147236 1.313918 -0.452707
N: 2.637424 3.390112 -2.874905
N: 1.312809 5.421136 -3.378998
C: -0.980429 -2.235340 4.299590
C: -2.210329 3.912880 -2.850205
C: 4.971789 -1.589099 3.406042
C: 0.178306 -4.506574 -2.707728
C: 3.837454 -1.271752 1.178998
C: -1.881041 -3.179663 3.981953
C: -0.787209 -3.486067 1.888741
C: -1.702275 -3.863146 2.776465
C: -0.155877 5.129008 2.666788
C: 3.807912 -0.450878 0.009913
C: -0.127999 -2.326844 -1.490539
C: 0.020709 -1.836677 3.378780
C: 3.194594 -4.292549 -0.386086
C: 0.755154 -1.093945 -3.633248
C: -3.227562 3.495381 -3.743679
C: 1.144244 -0.940954 3.886227
C: 2.280555 -1.025740 -3.341777
C: -1.203692 5.377263 1.636347
C: -0.681144 5.591470 0.213776
C: -2.446071 -0.050921 0.013385
C: 4.141298 -2.717560 3.647315
C: -0.141324 4.320104 -0.432426
C: -2.700661 1.907673 -1.607760
C: 1.893949 -3.871864 -1.056810
C: -0.009081 -0.997750 -2.296853
C: 3.068622 -2.906064 2.751287
C: -3.453698 0.127360 2.907398
C: -1.970700 3.117482 -1.745803
C: 2.112753 2.567019 -2.019174
C: 0.059854 -2.412845 2.132894
C: 1.920253 4.489239 -3.134156
C: 1.511328 -4.584304 -2.223991
C: -4.035200 2.350156 -3.517285
C: -3.803560 1.533000 -2.401619
C: -4.304391 0.503899 1.757643
C: -1.231247 2.131294 0.093554
C: 1.003049 -2.838849 -0.648466
C: 2.930086 -2.221953 1.581096
C: -3.902466 -0.269458 0.537372
C: 4.774938 -0.909074 2.228506
C: 0.240028 -0.133767 -4.612618
C: -0.723045 -3.614145 -2.181298
H: 0.790794 -0.094895 4.392894
H: -3.540802 0.818515 3.795519
H: -0.994158 -0.495587 -2.417797
H: 0.873269 -0.070455 -5.585976
H: -2.193963 -4.805700 2.538993
H: 1.545052 -0.427252 3.010869
H: 0.535178 -0.247367 -1.658214
H: -1.896410 4.523089 1.579873
H: -0.562532 -4.169715 0.995186
H: 1.870897 -1.565022 4.351375
H: 3.730459 -5.053062 -0.980084
H: 2.281115 -3.707761 3.039129
H: 5.475440 -0.209613 1.871262
H: -1.851800 6.206405 1.967572
H: 4.586877 0.251700 -0.089717
H: -5.335233 0.248714 1.888879
H: -1.307671 6.130286 -0.450676
H: 0.429697 6.013244 2.690116
H: 0.187481 4.679954 -1.402651
H: -3.463114 -0.931734 3.268646
H: -0.710407 5.051755 3.617589
H: -0.863442 -1.978563 -0.757387
H: -1.657782 4.819145 -2.975999
H: 0.180116 6.266963 0.260990
H: -1.771006 -3.763391 -2.567986
H: 2.105829 -5.515834 -2.546985
H: -0.780740 -0.292113 -4.986354
H: 2.949413 -4.657244 0.572760
H: -0.890872 -1.687329 5.228220
H: -4.521961 -0.055306 -0.343589
H: -4.308886 0.577345 -2.207824
H: 5.807005 -1.218120 4.020105
H: 3.642866 -0.965071 -0.943338
H: -2.677049 -3.466438 4.619948
H: 0.679847 3.920122 0.183497
H: -4.678773 2.158253 -4.336416
H: -1.760260 -0.356918 0.808142
H: -4.148469 1.562558 1.574888
H: 2.420799 -0.113634 -2.735273
H: -3.867440 -1.348356 0.637154
H: 0.453848 -2.063814 -4.097630
H: 0.386049 4.167481 2.491077
H: -3.388140 4.071136 -4.618837
H: -2.309132 -0.667994 -0.890663
H: 4.336616 -3.413012 4.466355
H: 2.794369 -0.882309 -4.264632
H: 2.525545 -1.942369 -2.920603
H: -2.430953 0.405203 2.634465
H: -0.285546 -5.428316 -3.235164
H: 0.370326 0.919896 -4.308891
H: 3.836895 -3.424565 -0.305233

Forces on atoms 1 to 2 (eV/Å):
Se 0.2 0.2 -0.7
Ni -0.6 0.5 -0.3

These are the Löwdin partial charges, in e, on atoms 1 to 99: Se 0.7721; Ni 0.0836; P 1.1100; N 0.1324; N 0.0123; N -0.0083; N 0.0530; N 0.0767; C -0.0576; C 0.0129; C -0.1010; C -0.1479; C -0.3683; C -0.1047; C -0.1212; C -0.1194; C -0.1455; C -0.1482; C -0.2912; C -0.2589; C -0.0395; C -0.4321; C -0.0710; C -0.0483; C -0.0303; C -0.2919; C -0.1766; C -0.1547; C -0.1203; C -0.1552; C -0.1155; C -0.2523; C -0.1310; C -0.1631; C -0.1376; C -0.1145; C -0.3694; C -0.2748; C -0.4403; C -0.0682; C -0.0828; C -0.0016; C -0.2676; C -0.6292; C -0.2795; C -0.4025; C -0.1784; C -0.0563; C -0.1180; C -0.0330; H 0.0595; H 0.0926; H 0.1030; H 0.1032; H 0.1038; H 0.0357; H 0.0737; H 0.0896; H 0.1353; H 0.0672; H 0.0827; H 0.1430; H 0.0817; H 0.1070; H 0.0262; H 0.0978; H 0.0925; H 0.0579; H 0.0728; H 0.0813; H 0.0792; H 0.0809; H 0.0978; H 0.1190; H 0.1070; H 0.1223; H 0.0762; H 0.0582; H 0.1153; H 0.0844; H 0.1012; H 0.0977; H 0.0311; H 0.0915; H 0.0990; H 0.0825; H 0.0604; H 0.1133; H 0.0635; H 0.1154; H 0.1282; H 0.0069; H 0.0837; H 0.1026; H 0.0831; H 0.0652; H 0.0374; H -0.0217; H 0.1205

No. 2
Here is C42H53BiGe2N3O4STe2 as an isolated structure in a non-equilibrium geometry from the OMol25 dataset. Energies are from ωB97M-V/def2-TZVPD.

For the HOMO-LUMO gap (alpha / beta), the calculation gives 6.6 / 4.1 eV. The expectation value of S² is 0.7553. As for the total energy: -201350.24779 eV. Its spin multiplicity is 2. For the LUMO energy (alpha / beta), the calculation gives -5.71 / -8.17 eV. The net charge is +2. For the HOMO energy (alpha / beta), the calculation gives -12.28 / -12.25 eV.

Geometry (Å):
Bi: -1.219479 0.294604 0.648447
Te: -0.666095 -1.917899 -1.470662
Te: 2.349300 -0.535857 -1.941579
Ge: 1.807864 -2.226315 2.679652
Ge: 1.136789 0.123140 2.050182
S: -2.443398 2.466751 1.820169
O: 0.173546 2.037322 -0.020715
O: -0.907004 1.353247 -1.803234
O: 3.068563 5.475337 -5.665719
O: 4.702233 4.892236 -4.377653
N: -4.209184 0.113655 0.407710
N: 3.526214 4.948123 -4.675735
N: -2.653656 -0.644900 2.733568
C: -1.307483 -1.356896 -4.477713
C: 0.838646 2.956133 -2.106120
C: 1.065064 1.365816 6.118924
C: 1.140742 0.608431 4.957503
C: 4.300641 2.860808 1.192974
C: 0.303661 -3.110021 -4.062762
C: 0.834743 1.166086 3.715700
C: -2.543243 -2.959930 -1.490783
C: -3.085938 1.752450 3.384438
C: 0.367176 3.523201 -3.285913
C: -1.226327 -1.620433 -5.837975
C: -4.050862 -1.110641 2.559085
C: 0.277504 -3.078494 3.605892
C: -3.767561 -4.965578 -0.992574
C: 3.447213 -2.241390 3.767498
C: 5.012813 0.713766 0.396968
C: -4.843395 -4.485381 -1.724452
C: -0.039995 2.088498 -1.283546
C: -4.553929 -1.111301 1.114364
C: 2.815866 0.961701 1.399078
C: 0.406925 3.278892 4.825677
C: 0.703548 2.703459 6.053745
C: 1.753424 0.159873 -3.861714
C: -3.626873 -2.468392 -2.207932
C: 2.570445 4.306598 -3.751184
C: -0.382484 -2.615756 -6.313451
C: 0.465796 2.511651 3.670356
C: 1.234469 4.219441 -4.110032
C: -3.932273 2.537982 0.739616
C: 2.134920 -3.308099 1.052836
C: 0.382682 -3.359668 -5.426585
C: -4.777370 -3.233975 -2.323572
C: 2.169491 3.117200 -1.721968
C: 5.262029 2.065488 0.584375
C: 3.044976 3.789888 -2.556571
C: -2.515643 0.390960 3.767469
C: 3.091015 2.312354 1.599750
C: 4.406245 -0.533123 -2.518600
C: -2.612298 -4.204492 -0.876399
C: -0.545579 -2.110002 -3.599383
C: -4.880106 1.342097 0.803397
C: 3.796868 0.171424 0.795277
H: -0.322612 -2.815119 -7.374809
H: 4.085271 3.927889 -2.298208
H: -0.549371 -3.252167 2.913491
H: 0.885695 -3.700226 -3.366089
H: 0.900528 4.685941 -5.025826
H: 4.144203 -1.469817 3.442600
H: 1.032868 -4.146331 -5.786218
H: -2.065719 -1.427911 3.003724
H: -4.084837 -1.935240 0.578803
H: 3.927547 -3.213640 3.648818
H: 1.835224 -0.649560 -4.585935
H: -0.068371 -2.483198 4.451892
H: 1.297648 0.912685 7.073991
H: -1.940308 -0.554887 -4.120218
H: 2.360686 2.943938 2.083105
H: -4.171367 1.742024 3.315355
H: 4.985232 -1.075418 -1.775515
H: -1.762330 -4.587523 -0.324937
H: 0.149037 4.329154 4.765063
H: -3.811916 -5.940961 -0.526720
H: 6.206898 2.493062 0.275231
H: -3.577456 -1.499270 -2.689545
H: 3.012203 -2.965730 0.500974
H: -5.632388 -1.312565 1.133752
H: -3.521213 2.659801 -0.264946
H: 3.629086 -0.896067 0.673372
H: -1.828621 -1.046894 -6.530278
H: 1.453147 -0.428310 5.018852
H: 0.605083 -4.045720 3.989175
H: -5.266441 1.231472 1.815299
H: -5.616637 -2.859507 -2.894709
H: -4.703508 -0.491321 3.176853
H: 1.277198 -3.309793 0.379023
H: 2.416447 0.981111 -4.133037
H: 2.515372 2.712995 -0.777855
H: 2.325371 -4.335656 1.367058
H: -4.452391 3.455666 1.012566
H: 4.495223 3.912635 1.360458
H: -4.295414 -0.023299 -0.591991
H: 5.775363 0.078034 -0.037432
H: -5.746713 1.567592 0.172858
H: 4.491493 -1.017861 -3.489319
H: -0.674763 3.413892 -3.555229
H: 0.726524 0.507436 -3.804590
H: 4.761788 0.494547 -2.579776
H: -4.161252 -2.130481 2.932073
H: -5.727920 -5.096395 -1.845260
H: 0.243667 2.974416 2.716397
H: 0.678057 3.304042 6.953378
H: -2.805601 2.463741 4.159736
H: -1.457188 0.511285 3.978756
H: 3.235106 -2.094580 4.825584
H: -3.008869 0.091988 4.700113

Forces on atoms 1 to 2 (eV/Å):
Bi -0.4 0.7 0.0
Te -0.8 -1.4 -1.1

These are the Löwdin partial charges, in e, on atoms 1 to 99: Bi 1.3580; Te 1.2308; Te 1.5075; Ge 0.7024; Ge 0.7402; S 0.8640; O -0.2826; O -0.1547; O 0.1087; O 0.0954; N -0.1328; N -0.3466; N -0.1503; C -0.1376; C -0.1512; C -0.0611; C -0.1206; C -0.0607; C -0.1587; C -0.3969; C -0.4989; C -0.3765; C 0.0107; C -0.0533; C -0.1688; C -0.2481; C -0.0625; C -0.2273; C -0.1021; C -0.0564; C -0.6780; C -0.1995; C -0.3657; C -0.0674; C -0.0644; C -0.3302; C -0.1525; C -0.1235; C -0.0519; C -0.1746; C 0.0322; C -0.3919; C -0.2615; C -0.0623; C -0.0618; C -0.0130; C -0.0599; C 0.0247; C -0.2662; C -0.1071; C -0.3261; C -0.1408; C -0.5211; C -0.2539; C -0.2394; H 0.1175; H 0.1249; H 0.0022; H 0.0938; H 0.1302; H 0.0166; H 0.1168; H 0.0858; H 0.0952; H 0.0274; H 0.0309; H 0.0107; H 0.1131; H 0.1040; H 0.0931; H 0.0729; H 0.0110; H 0.0951; H 0.1134; H 0.1158; H 0.1167; H 0.0936; H -0.0043; H 0.1324; H 0.0817; H 0.0418; H 0.1172; H 0.0698; H 0.0283; H 0.1010; H 0.1156; H 0.1151; H -0.0585; H 0.0305; H 0.0880; H 0.0305; H 0.0905; H 0.1195; H 0.1071; H 0.1061; H 0.1349; H 0.0318; H 0.1302; H 0.0036

Q: What is the formula in the first record?
A: C42H51N5NiPSe